Entry from OMol25: 8 unconnected molecules or ions with the total composition C39H82BClFN8O7 (wB97M-V/def2-TZVPD).

Structure (XYZ):
```
139
Properties=species:S:1:pos:R:3:forces:R:3:lowdin_charge:R:1
C -1.031 -0.022 -1.094 0.5 -0.6 -0.4 -0.10
C -0.194 -1.396 -1.464 -0.9 0.2 0.5 -0.33
F -0.034 -1.434 -2.952 -0.4 0.0 1.9 -0.18
B 1.280 -1.470 -0.676 -1.6 0.4 0.4 -1.01
Cl 2.173 -3.017 -1.194 0.7 -0.8 -0.5 0.44
C 1.108 -1.549 0.980 -0.4 -0.3 0.7 -0.24
C 2.082 -0.513 1.796 -0.9 -0.3 0.6 -0.22
C 2.910 -1.245 3.025 0.3 0.6 -0.2 -0.23
C 4.383 -1.821 2.586 -0.3 -0.2 -0.6 -0.22
C 5.352 -0.723 1.834 0.7 0.0 0.8 -0.21
C 5.488 0.682 2.675 -0.1 0.1 0.4 -0.22
C 6.875 1.485 2.294 -0.2 -0.2 -1.1 -0.22
C 6.799 3.112 2.492 1.2 -0.4 -0.3 -0.23
C 6.704 3.621 4.046 -0.4 0.1 -0.4 -0.21
C 5.208 3.560 4.711 -0.1 0.1 1.1 -0.21
C 4.398 4.986 4.737 -0.6 0.5 0.7 -0.20
C 2.781 4.803 4.355 0.2 -0.8 1.2 -0.17
N 2.528 4.658 2.870 0.6 0.0 -6.0 -0.15
C 3.580 4.966 1.821 -0.1 -0.5 -3.4 -0.10
C 3.209 4.725 0.238 -4.0 -0.8 6.7 -0.07
C 1.655 4.229 0.436 2.9 1.2 3.6 -0.08
C 1.317 4.223 2.074 2.0 0.4 -3.4 -0.06
H -2.057 -0.352 -0.610 2.0 1.1 -0.9 0.08
H -1.174 0.585 -2.094 0.0 -1.2 2.0 0.07
H -0.379 0.648 -0.376 -1.4 -1.4 -1.3 0.08
H -0.850 -2.318 -1.154 1.0 1.5 -1.0 0.12
H 1.867 -0.486 -1.004 0.6 0.4 -0.2 0.05
H 1.327 -2.671 1.297 -0.5 2.3 -0.4 0.07
H -0.026 -1.337 1.218 2.1 -0.3 0.0 0.09
H 2.784 0.041 1.031 -1.3 -1.1 1.7 0.09
H 1.376 0.297 2.309 1.6 -1.5 -1.1 0.10
H 2.305 -2.147 3.472 1.0 1.8 -0.9 0.10
H 3.033 -0.428 3.876 0.0 -1.8 -1.6 0.09
H 4.895 -2.266 3.553 -0.8 1.0 -1.9 0.10
H 4.247 -2.720 1.817 0.1 1.8 1.6 0.11
H 6.446 -1.191 1.776 -2.3 1.0 0.0 0.09
H 5.007 -0.471 0.738 0.5 -0.6 2.2 0.12
H 4.519 1.338 2.460 2.1 -1.2 0.3 0.11
H 5.480 0.499 3.850 0.0 0.1 -2.4 0.12
H 7.838 0.998 2.805 -2.3 1.1 -0.9 0.11
H 7.039 1.304 1.126 -0.3 0.4 2.4 0.12
H 5.963 3.517 1.780 1.4 -0.7 1.7 0.09
H 7.827 3.542 2.063 -2.1 -0.9 0.9 0.11
H 7.098 4.736 4.086 -0.8 -2.2 0.1 0.11
H 7.414 2.966 4.709 -1.2 1.2 -1.4 0.11
H 4.492 2.752 4.260 1.7 1.5 0.6 0.09
H 5.366 3.251 5.854 -0.4 0.6 -2.4 0.11
H 4.388 5.394 5.860 0.0 -0.9 -2.4 0.11
H 4.918 5.838 4.107 -1.2 -1.9 1.1 0.10
H 2.456 3.798 4.909 0.6 2.1 -1.4 0.13
H 2.106 5.647 4.820 1.5 -1.4 -1.1 0.12
H 4.702 5.337 1.976 -3.0 -1.0 0.5 0.09
H 3.871 4.865 -0.722 -1.5 -0.3 2.4 0.08
H 0.970 3.946 -0.470 1.2 0.5 2.4 0.07
H 0.276 3.932 2.545 2.7 0.7 -0.9 0.10
C 9.628 -3.023 4.422 0.2 0.1 0.2 -0.02
C 8.911 -2.613 3.166 -0.4 0.5 -0.8 -0.55
O 8.994 -1.476 2.707 0.1 -0.4 0.3 0.01
N 8.147 -3.548 2.531 0.6 0.6 0.4 0.01
C 7.924 -4.923 2.907 -0.3 0.0 -0.4 -0.08
H 10.194 -2.173 4.813 -0.2 -0.1 -0.2 0.08
H 8.906 -3.335 5.181 0.2 -0.1 0.0 0.08
H 10.329 -3.834 4.205 -0.1 0.0 0.2 0.08
H 7.696 -3.197 1.694 0.0 -0.1 0.2 0.14
H 8.261 -5.559 2.084 -0.1 -0.2 0.2 0.09
H 6.850 -5.064 3.052 0.1 -0.3 0.1 0.09
H 8.454 -5.198 3.820 0.0 0.2 -0.2 0.07
C -4.333 1.733 -1.341 0.2 0.2 0.1 -0.02
C -5.274 0.837 -0.584 -0.2 -0.4 0.6 -0.55
O -5.087 0.539 0.593 -0.1 0.2 -0.3 0.01
N -6.365 0.351 -1.243 0.4 0.2 0.5 0.00
C -6.756 0.582 -2.613 -0.2 -0.3 0.1 -0.08
H -3.515 2.041 -0.685 -0.2 -0.2 0.0 0.08
H -3.910 1.196 -2.194 -0.1 0.2 0.0 0.08
H -4.861 2.629 -1.679 0.1 -0.1 -0.2 0.08
H -6.950 -0.244 -0.668 0.1 -0.1 -0.1 0.11
H -7.750 1.037 -2.608 0.1 0.1 -0.4 0.08
H -6.806 -0.385 -3.119 -0.1 0.1 -0.2 0.08
H -6.060 1.234 -3.142 -0.2 -0.1 0.2 0.04
C -8.854 -1.577 3.147 0.0 -0.2 0.1 -0.01
C -8.744 -1.024 1.753 0.2 0.2 -0.8 -0.54
O -8.578 -1.747 0.774 0.0 0.2 0.3 0.01
N -8.832 0.328 1.592 -0.1 -0.9 0.0 0.01
C -9.023 1.337 2.605 0.1 0.3 -0.4 -0.08
H -8.765 -2.666 3.116 0.0 0.3 -0.1 0.08
H -8.048 -1.181 3.772 -0.2 0.0 0.0 0.09
H -9.828 -1.321 3.575 0.2 0.0 0.1 0.09
H -8.748 0.624 0.626 0.0 0.0 0.3 0.13
H -9.939 1.885 2.369 0.0 0.1 0.3 0.08
H -8.174 2.024 2.564 -0.1 0.1 0.3 0.09
H -9.101 0.914 3.607 0.0 0.0 -0.2 0.08
C 3.197 -6.886 -0.267 0.1 0.1 -0.1 -0.01
C 3.526 -7.319 1.135 0.5 -0.2 0.4 -0.55
O 4.678 -7.553 1.493 -0.3 0.1 -0.1 0.00
N 2.498 -7.451 2.022 0.6 -0.1 -0.3 -0.01
C 1.091 -7.225 1.797 0.0 -0.1 0.4 -0.08
H 4.116 -6.826 -0.856 -0.1 0.0 0.3 0.09
H 2.532 -7.616 -0.738 -0.1 0.2 0.0 0.08
H 2.730 -5.897 -0.253 -0.1 -0.1 -0.2 0.06
H 2.799 -7.745 2.944 -0.1 0.1 -0.3 0.14
H 0.757 -6.452 2.493 -0.3 0.0 -0.2 0.08
H 0.560 -8.156 2.013 -0.3 0.1 -0.1 0.08
H 0.876 -6.912 0.775 0.2 0.0 0.2 0.08
C -5.367 4.942 -5.657 -0.2 0.2 -0.1 -0.01
C -5.012 3.658 -4.960 0.4 -0.8 0.4 -0.53
O -5.818 3.048 -4.261 0.0 0.4 -0.3 0.00
N -3.747 3.171 -5.120 -1.1 0.3 0.3 0.02
C -2.665 3.733 -5.891 0.2 -0.5 0.1 -0.09
H -6.405 5.202 -5.435 0.2 -0.2 0.0 0.08
H -4.723 5.751 -5.301 0.0 0.0 -0.2 0.08
H -5.264 4.820 -6.739 0.1 0.2 0.1 0.09
H -3.584 2.304 -4.620 0.0 0.2 -0.1 0.14
H -2.364 2.996 -6.640 0.1 0.4 0.0 0.08
H -1.828 3.920 -5.213 0.1 0.1 -0.2 0.09
H -2.945 4.663 -6.387 0.0 -0.3 0.1 0.06
C -0.431 4.639 -10.505 0.0 -0.1 -0.2 -0.01
C -0.801 4.756 -9.053 -0.5 -0.3 0.7 -0.53
O -1.699 4.084 -8.550 0.5 0.4 -0.6 0.01
N -0.106 5.643 -8.284 -0.5 -0.5 -0.3 0.00
C 0.973 6.515 -8.683 0.0 0.1 0.5 -0.08
H -1.071 3.895 -10.986 0.1 0.2 0.3 0.09
H -0.580 5.599 -11.008 0.2 -0.1 0.0 0.08
H 0.608 4.315 -10.601 -0.1 0.2 -0.1 0.09
H -0.412 5.665 -7.318 0.1 0.0 -0.2 0.14
H 1.848 6.271 -8.075 0.1 0.2 -0.2 0.09
H 0.669 7.545 -8.478 0.3 0.1 -0.2 0.08
H 1.224 6.413 -9.739 -0.1 -0.1 0.2 0.08
C -9.052 -5.194 0.419 -0.1 0.1 0.0 -0.01
C -8.697 -6.478 1.116 -0.3 -0.6 0.4 -0.55
O -9.503 -7.088 1.814 0.3 0.2 -0.2 0.01
N -7.432 -6.965 0.956 -0.7 0.1 0.2 -0.01
C -6.351 -6.403 0.185 0.3 -0.4 0.2 -0.08
H -10.090 -4.934 0.641 0.2 -0.2 0.0 0.09
H -8.409 -4.385 0.775 -0.1 0.0 -0.3 0.07
H -8.949 -5.316 -0.663 0.1 0.2 0.1 0.09
H -7.269 -7.832 1.456 0.0 0.2 -0.1 0.14
H -6.049 -7.140 -0.564 0.2 0.3 -0.1 0.08
H -5.513 -6.216 0.863 0.1 0.2 -0.3 0.08
H -6.631 -5.473 -0.311 0.0 -0.2 0.2 0.08
```
Forces are in eV/Å.

The HOMO-LUMO gap comes out at 6.890 eV. Its molar mass is 840.40 g/mol. For the maximum force, the calculation gives 0.152 Eh/bohr. The calculation puts the LUMO energy at 1.751 eV. For the HOMO energy, the calculation gives -5.14 eV. The charge is -1.